[1]
45
Properties=species:S:1:pos:R:3 method="wB97M-V/def2-TZVPD" lumo_ev=0.01 e_above_lowest_kcal_mol=19.0 mol_weight_g_mol=343.456 smiles=CCn1c2ccccc2c2nnc(SCCN3CCOCC3)nc21 e_tot_ha=-1407.582571
C 4.054 -1.685 -1.995
H 3.646 -0.692 -1.824
H 4.000 -1.905 -3.059
H 5.097 -1.690 -1.688
C 3.270 -2.717 -1.189
N 1.881 -2.743 -1.576
C 0.892 -2.081 -0.942
N 0.978 -1.358 0.157
C -0.204 -0.845 0.524
N -1.371 -0.999 -0.092
N -1.455 -1.716 -1.181
C -0.352 -2.272 -1.633
C -0.052 -3.104 -2.762
C -0.817 -3.633 -3.791
C -0.186 -4.416 -4.739
C 1.180 -4.669 -4.664
C 1.961 -4.151 -3.645
C 1.338 -3.364 -2.691
H 3.019 -4.357 -3.601
H 1.645 -5.285 -5.420
H -0.757 -4.839 -5.551
H -1.875 -3.429 -3.836
S -0.169 0.124 1.967
C -1.917 0.652 2.078
H -2.270 0.771 1.056
H -2.467 -0.150 2.568
C -2.047 1.960 2.858
N -1.512 3.064 2.081
C -0.228 3.571 2.533
C -0.369 4.505 3.743
O -1.256 5.571 3.468
C -2.526 5.089 3.085
C -2.420 4.175 1.858
H -3.403 3.793 1.579
H -2.021 4.757 1.021
H -3.131 5.971 2.866
H -2.983 4.539 3.925
H 0.587 4.965 3.995
H -0.734 3.939 4.616
H 0.426 2.733 2.773
H 0.211 4.133 1.703
H -1.539 1.851 3.824
H -3.112 2.116 3.056
H 3.691 -3.716 -1.330
H 3.297 -2.461 -0.128

[2]
54
Properties=species:S:1:pos:R:3 method="wB97M-V/def2-TZVPD" charge=+2 lumo_ev="-8.71 / -8.71" e_above_lowest_kcal_mol=0.0 mol_weight_g_mol=551.300 e_tot_ha=-2081.098161
P -0.458 -1.900 -5.064
P 0.379 1.593 -5.185
C -1.134 -0.640 -6.215
C -0.133 0.457 -6.598
H -2.045 -0.211 -5.773
H -1.450 -1.201 -7.112
H 0.789 0.022 -7.021
H -0.564 1.084 -7.392
C -0.641 3.055 -5.983
H -0.536 3.958 -5.359
H -1.705 2.803 -6.087
H -0.242 3.281 -6.980
C 1.849 2.675 -5.708
H 1.765 2.941 -6.770
H 2.830 2.200 -5.572
H 1.836 3.609 -5.131
C -1.813 -2.860 -4.342
H -1.517 -3.335 -3.395
H -2.103 -3.665 -5.037
H -2.708 -2.245 -4.162
C 0.506 -3.053 -6.084
H 1.432 -2.574 -6.435
H -0.084 -3.377 -6.952
H 0.775 -3.932 -5.481
Hf -0.599 -0.741 0.567
C 0.107 2.369 -3.428
C -0.948 1.468 -3.908
C -1.183 0.191 -3.084
C 0.017 -0.771 -2.926
C 0.859 -1.014 -4.216
C 1.572 0.308 -4.533
C 2.227 0.957 -3.303
C 1.265 1.951 -2.583
C -0.103 -2.776 0.170
H -0.121 3.436 -3.428
H -1.891 1.925 -4.218
H -2.062 -0.343 -3.480
H -1.496 0.504 -2.072
H 0.674 -0.384 -2.155
H -0.340 -1.724 -2.505
H 1.648 -1.746 -3.992
H 2.316 0.131 -5.320
H 3.125 1.511 -3.599
H 2.562 0.201 -2.586
H 0.920 1.522 -1.614
H 1.837 2.853 -2.309
H 0.754 -3.018 0.828
H 0.204 -3.025 -0.854
H -0.919 -3.463 0.445
O -1.503 1.422 3.370
Cl -1.705 0.013 3.064
O -0.297 -0.619 2.671
O -2.375 -0.127 1.624
O 0.430 0.391 -0.377

[3]
66
Properties=species:S:1:pos:R:3 method="wB97M-V/def2-TZVPD" charge=+1 lumo_ev=-2.83 mol_weight_g_mol=897.495 e_tot_ha=-4227.060244
Sc 0.185 -0.828 0.942
I 1.293 -0.311 5.839
C 0.473 1.090 4.544
C -0.002 2.325 5.047
C -0.523 3.272 4.216
I -1.208 5.057 5.046
C -0.604 3.030 2.820
C -1.082 3.942 1.850
C -1.117 3.593 0.529
C -0.694 2.313 0.152
N -0.239 1.438 1.014
C -0.163 1.783 2.341
C 0.403 0.798 3.207
O 0.846 -0.336 2.658
H 0.059 2.515 6.110
H -1.416 4.922 2.167
H -1.473 4.283 -0.225
H -0.743 1.994 -0.883
O -1.592 -0.892 -0.034
S -2.645 -1.337 -1.037
C -3.743 0.052 -1.140
C -3.732 1.024 -0.152
C -4.618 2.087 -0.262
C -5.493 2.158 -1.342
C -5.478 1.177 -2.326
C -4.590 0.116 -2.235
C -3.662 -2.515 -0.186
C -4.248 -3.508 -0.952
C -5.057 -4.441 -0.322
C -5.251 -4.376 1.050
C -4.641 -3.377 1.805
C -3.839 -2.432 1.188
H -3.044 0.956 0.681
H -4.628 2.857 0.500
H -6.188 2.986 -1.419
H -6.154 1.240 -3.169
H -4.562 -0.649 -3.005
H -4.073 -3.560 -2.023
H -5.524 -5.226 -0.903
H -5.877 -5.111 1.539
H -4.790 -3.336 2.876
H -3.347 -1.662 1.765
N 3.805 -6.921 3.997
C 2.894 -6.164 3.325
C 2.675 -4.825 3.695
C 1.793 -4.042 2.993
C 1.096 -4.601 1.916
C 1.287 -5.929 1.540
C 2.172 -6.707 2.250
S 0.157 -3.579 0.914
O -0.583 -2.625 1.779
O -0.633 -4.327 -0.019
N 1.231 -2.563 0.212
C 0.999 -2.101 -1.076
S 0.697 -3.035 -2.491
C 0.528 -1.573 -3.384
C 0.695 -0.506 -2.579
N 0.961 -0.796 -1.253
H 4.286 -6.559 4.798
H 3.945 -7.885 3.764
H 3.214 -4.408 4.538
H 1.631 -3.009 3.280
H 0.734 -6.339 0.703
H 2.323 -7.746 1.975
H 0.328 -1.586 -4.444
H 0.656 0.527 -2.898

[4]
90
Properties=species:S:1:pos:R:3 method="wB97M-V/def2-TZVPD" lumo_ev=-0.37 mol_weight_g_mol=757.624 smiles="CC(=O)OCC[C@]1(F)OC(=O)[C@H](N)[C@]1(CCC(F)(F)F)CC(=O)Br.c1cc[nH]c1.c1cc[nH]c1.c1cc[nH]c1.c1cc[nH]c1.c1cc[nH]c1" e_tot_ha=-4960.242138
C 5.489 -2.330 -1.468
C 4.715 -3.149 -2.501
O 5.283 -3.992 -3.085
O 3.391 -2.936 -2.823
C 2.510 -2.991 -1.701
C 1.141 -2.324 -1.965
C 1.168 -0.819 -2.349
F 0.463 -0.803 -3.558
O 2.396 -0.241 -2.744
C 3.056 0.208 -1.617
O 4.187 0.462 -1.605
C 1.985 0.346 -0.476
N 2.234 -0.626 0.593
C 0.687 0.237 -1.295
C 0.210 1.541 -2.051
C 0.719 2.878 -1.450
C 2.016 3.438 -2.057
F 2.951 3.548 -1.117
F 2.502 2.754 -3.083
F 1.759 4.685 -2.531
C -0.553 -0.187 -0.457
C -0.924 0.822 0.648
O -1.441 1.829 0.464
Br -0.553 0.390 2.548
H 6.004 -1.460 -1.895
H 6.233 -3.004 -1.019
H 4.873 -1.957 -0.632
H 2.293 -4.065 -1.521
H 2.956 -2.626 -0.762
H 0.699 -2.875 -2.813
H 0.508 -2.554 -1.097
H 2.269 1.319 -0.031
H 1.452 -0.728 1.227
H 3.094 -0.412 1.085
H -0.884 1.567 -1.948
H 0.409 1.524 -3.131
H 0.860 2.793 -0.364
H -0.054 3.652 -1.577
H -0.436 -1.162 0.050
H -1.461 -0.301 -1.075
N 0.506 4.936 1.839
C 1.758 4.381 1.820
C 2.666 5.376 2.061
C 1.935 6.580 2.237
C 0.606 6.276 2.097
H -0.353 4.437 1.688
H 1.892 3.327 1.637
H 3.737 5.256 2.106
H 2.338 7.558 2.443
H -0.273 6.895 2.158
N 0.238 5.525 -5.139
C -1.041 5.806 -5.538
C -0.992 6.239 -6.837
C 0.369 6.213 -7.240
C 1.102 5.766 -6.172
H 0.503 5.193 -4.229
H -1.872 5.676 -4.864
H -1.839 6.540 -7.433
H 0.764 6.490 -8.204
H 2.160 5.600 -6.058
N -3.294 -2.106 4.909
C -2.336 -1.128 4.870
C -2.107 -0.714 6.157
C -2.955 -1.475 7.004
C -3.672 -2.327 6.205
H -3.662 -2.589 4.109
H -1.900 -0.810 3.933
H -1.407 0.049 6.457
H -3.028 -1.405 8.077
H -4.417 -3.067 6.445
N -5.020 -4.710 9.148
C -3.672 -4.552 9.329
C -3.134 -5.784 9.589
C -4.198 -6.725 9.557
C -5.347 -6.033 9.280
H -5.668 -3.970 8.947
H -3.216 -3.579 9.259
H -2.093 -5.989 9.779
H -4.127 -7.788 9.719
H -6.366 -6.365 9.168
N -1.178 -2.719 -5.309
C -2.520 -2.988 -5.319
C -2.733 -4.045 -6.164
C -1.469 -4.433 -6.681
C -0.530 -3.598 -6.133
H -0.736 -1.989 -4.778
H -3.206 -2.405 -4.727
H -3.688 -4.492 -6.387
H -1.270 -5.234 -7.375
H 0.539 -3.553 -6.258

[5]
19
Properties=species:S:1:pos:R:3 method="wB97M-V/def2-TZVPD" charge=+1 lumo_ev="-3.34 / -10.65" spin_multiplicity=2 e_above_lowest_kcal_mol=7.5 mol_weight_g_mol=74.167 e_tot_ha=-198.475037
C -1.679 -0.406 -1.743
C -0.984 0.587 -2.718
C -0.979 -0.853 -0.543
H -2.633 0.233 -1.553
H -2.177 -1.273 -2.200
H -1.010 0.049 -3.675
H -0.033 -1.284 -0.936
H -0.654 -0.055 0.120
H 0.024 0.758 -2.361
H -1.472 1.555 -2.798
H -1.474 -1.712 -0.100
C 1.629 -0.359 2.719
C 1.613 0.917 1.891
H 0.999 -1.193 2.382
H 2.655 -0.706 2.827
H 1.290 -0.097 3.718
H 0.653 1.445 1.883
H 2.381 1.588 2.273
H 1.850 0.806 0.816